The following is a quantum chemistry calculation of an isolated molecule of C4H7NO2S at a distorted geometry, from the OMol25 dataset.

Each line ends with the Löwdin charge.
CARTESIAN COORDINATES (ANGSTROEM)
C1 -0.280 -0.500 0.404  -0.36
C2 -1.100 0.516 1.159  -0.85
C3 1.131 0.370 -1.287  0.01
C4 1.224 -0.391 0.139  -0.36
N1 -2.325 0.706 0.616  0.10
O1 -0.857 -1.535 0.064  0.09
O2 1.849 -1.600 0.030  0.05
S1 -0.580 1.405 2.374  0.76
H1 0.829 -0.408 -2.003  0.09
H2 2.103 0.636 -1.645  0.07
H3 0.597 1.300 -1.291  0.08
H4 1.696 0.220 0.855  0.11
H5 -2.810 -0.101 0.179  0.13
H6 -2.861 1.321 1.085  0.04
H7 1.383 -1.940 -0.678  0.05

## Properties
HOMO (eV): -9.04
Relative energy (zero: lowest compared OMol25 entry of this formula, charge and spin) (kcal/mol): 43.5